# 1
{
  "formula": "C27H65N6O9",
  "method": "the ωB97M-V functional and the def2-TZVPD basis",
  "lumo_ev": -2.6,
  "total_energy_ev": -56409.549,
  "total_charge": 1,
  "symbols": ["C", "C", "O", "C", "C", "O", "C", "C", "N", "C", "N", "C", "O", "C", "N", "H", "H", "H", "H", "H", "H", "H", "H", "H", "H", "H", "H", "H", "H", "H", "H", "H", "H", "H", "H", "C", "O", "C", "C", "N", "C", "C", "O", "C", "H", "H", "H", "H", "H", "H", "H", "H", "H", "H", "H", "H", "H", "H", "H", "C", "O", "C", "C", "N", "C", "C", "O", "C", "H", "H", "H", "H", "H", "H", "H", "H", "H", "H", "H", "H", "H", "H", "H", "C", "O", "C", "C", "N", "C", "C", "O", "C", "H", "H", "H", "H", "H", "H", "H", "H", "H", "H", "H", "H", "H", "H", "H"],
  "xyz": [[4.66, 0.91, -0.42], [3.82, 1.49, -1.53], [3.99, 2.88, -1.76], [3.61, 3.69, -0.70], [2.07, 3.80, -0.52], [1.40, 3.32, -1.68], [0.18, 3.93, -1.96], [-0.70, 4.30, -0.78], [-2.06, 3.90, -1.23], [-1.82, 2.76, -1.94], [-2.60, 1.73, -1.98], [-2.25, 0.50, -2.72], [-1.92, -0.50, -1.83], [-0.60, -0.40, -1.30], [-0.65, 2.86, -2.59], [5.69, 1.21, -0.47], [4.23, 1.22, 0.53], [4.56, -0.16, -0.43], [2.77, 1.24, -1.40], [4.11, 1.01, -2.45], [4.06, 3.42, 0.25], [3.97, 4.68, -0.93], [1.86, 4.83, -0.29], [1.80, 3.16, 0.31], [0.34, 4.71, -2.69], [-0.75, 5.38, -0.71], [-0.40, 3.97, 0.20], [-2.59, 3.65, -0.38], [-3.46, 1.79, -1.45], [-1.45, 0.67, -3.42], [-3.13, 0.16, -3.25], [0.07, 0.14, -1.95], [-0.23, -1.41, -1.18], [-0.61, 0.03, -0.30], [-0.77, 2.89, -3.59], [-2.72, -5.05, -7.52], [-3.94, -5.36, -6.87], [-3.79, -6.03, -5.62], [-4.19, -5.14, -4.47], [-3.24, -4.05, -4.28], [-3.68, -3.01, -3.36], [-4.92, -2.20, -3.71], [-4.76, -1.33, -4.82], [-4.96, -1.93, -6.10], [-2.96, -4.72, -8.52], [-2.18, -4.25, -7.01], [-2.08, -5.93, -7.59], [-2.77, -6.41, -5.49], [-4.46, -6.89, -5.64], [-4.23, -5.73, -3.55], [-5.20, -4.77, -4.68], [-3.05, -3.62, -5.18], [-2.86, -2.30, -3.25], [-3.83, -3.46, -2.37], [-5.13, -1.54, -2.86], [-5.82, -2.82, -3.83], [-5.72, -2.71, -6.06], [-4.03, -2.33, -6.50], [-5.31, -1.15, -6.77], [-3.43, 1.96, 6.29], [-3.72, 3.33, 6.13], [-2.64, 4.20, 6.43], [-2.11, 4.87, 5.18], [-1.43, 3.91, 4.32], [-1.11, 4.41, 2.99], [-2.26, 4.81, 2.07], [-3.06, 3.73, 1.62], [-4.10, 3.31, 2.50], [-4.37, 1.41, 6.21], [-2.75, 1.59, 5.52], [-3.00, 1.76, 7.28], [-1.85, 3.68, 6.97], [-3.03, 4.98, 7.09], [-1.41, 5.65, 5.46], [-2.96, 5.34, 4.67], [-2.01, 3.08, 4.22], [-0.54, 3.62, 2.48], [-0.43, 5.26, 3.09], [-1.83, 5.24, 1.17], [-2.88, 5.61, 2.50], [-4.50, 4.15, 3.07], [-3.76, 2.54, 3.18], [-4.91, 2.89, 1.90], [6.32, -2.39, 0.30], [5.49, -1.75, 1.25], [4.20, -2.33, 1.39], [4.05, -3.02, 2.73], [4.87, -4.23, 2.80], [4.97, -4.81, 4.14], [5.62, -3.99, 5.25], [7.01, -3.77, 5.08], [7.36, -2.68, 4.26], [7.19, -1.76, 0.14], [6.66, -3.37, 0.65], [5.80, -2.52, -0.66], [3.99, -3.02, 0.57], [3.48, -1.52, 1.34], [3.01, -3.30, 2.87], [4.32, -2.29, 3.51], [5.81, -4.00, 2.48], [5.54, -5.74, 4.03], [3.96, -5.10, 4.46], [5.53, -4.57, 6.17], [5.10, -3.04, 5.43], [6.64, -1.86, 4.33], [7.47, -2.98, 3.21], [8.33, -2.31, 4.60]]
}

***

# 2
{
  "formula": "C27H67N3O8",
  "method": "the ωB97M-V functional and the def2-TZVPD basis",
  "lumo_ev": 0.1,
  "total_energy_ev": -49931.645,
  "smiles": "CC1(C)CCCC(C)(C)N1O.CC1(C)CCCC(C)(C)N1O.CC1(C)CCCC(C)(C)N1O.O.O.O.O.O",
  "e_above_lowest_kcal_mol": 26.2,
  "symbols": ["C", "C", "C", "C", "C", "C", "C", "C", "C", "N", "O", "H", "H", "H", "H", "H", "H", "H", "H", "H", "H", "H", "H", "H", "H", "H", "H", "H", "H", "H", "C", "C", "C", "C", "C", "C", "C", "C", "C", "N", "O", "H", "H", "H", "H", "H", "H", "H", "H", "H", "H", "H", "H", "H", "H", "H", "H", "H", "H", "H", "C", "C", "C", "C", "C", "C", "C", "C", "C", "N", "O", "H", "H", "H", "H", "H", "H", "H", "H", "H", "H", "H", "H", "H", "H", "H", "H", "H", "H", "H", "O", "H", "H", "O", "H", "H", "O", "H", "H", "O", "H", "H", "O", "H", "H"],
  "xyz": [[16.15, 8.76, 9.70], [17.32, 8.08, 10.37], [16.94, 6.64, 10.57], [18.55, 8.18, 9.47], [19.84, 7.82, 10.17], [20.01, 8.88, 11.36], [18.84, 8.70, 12.32], [18.79, 7.40, 13.09], [18.96, 9.82, 13.38], [17.63, 8.95, 11.57], [16.55, 8.91, 12.48], [15.92, 8.35, 8.69], [15.24, 8.76, 10.27], [16.40, 9.79, 9.33], [16.26, 6.60, 11.41], [16.51, 6.30, 9.66], [17.79, 5.99, 10.86], [18.28, 7.48, 8.69], [18.67, 9.18, 8.99], [19.81, 6.83, 10.53], [20.67, 8.02, 9.47], [19.97, 9.88, 10.86], [20.96, 8.76, 11.83], [17.84, 7.45, 13.57], [19.63, 7.39, 13.84], [19.02, 6.54, 12.48], [19.95, 9.83, 13.81], [18.13, 9.72, 14.06], [18.90, 10.77, 12.83], [16.02, 9.73, 12.41], [18.34, 13.13, 7.21], [17.56, 13.60, 8.44], [16.05, 13.61, 8.21], [17.79, 12.60, 9.59], [19.14, 12.74, 10.24], [19.31, 14.14, 10.74], [19.16, 15.21, 9.64], [19.01, 16.63, 10.17], [20.34, 15.15, 8.72], [17.88, 14.99, 8.93], [17.71, 15.90, 7.84], [18.37, 13.85, 6.38], [19.37, 12.78, 7.45], [17.72, 12.29, 6.84], [15.66, 12.63, 7.82], [15.64, 13.81, 9.23], [15.77, 14.41, 7.56], [17.10, 12.89, 10.39], [17.58, 11.55, 9.34], [19.12, 12.15, 11.12], [20.07, 12.36, 9.69], [20.24, 14.42, 11.28], [18.54, 14.26, 11.54], [19.79, 17.15, 10.68], [18.12, 16.66, 10.80], [18.58, 17.38, 9.46], [20.42, 15.98, 8.03], [20.49, 14.26, 8.12], [21.22, 15.13, 9.30], [18.54, 16.17, 7.40], [8.50, 19.41, 12.61], [9.36, 18.69, 13.59], [9.34, 19.42, 14.85], [9.00, 17.25, 13.80], [10.10, 16.44, 14.51], [11.40, 16.43, 13.74], [11.91, 17.85, 13.45], [12.55, 18.49, 14.66], [12.93, 17.81, 12.34], [10.76, 18.68, 12.93], [11.28, 20.02, 12.77], [8.30, 18.82, 11.68], [7.51, 19.58, 13.07], [8.87, 20.41, 12.33], [10.00, 20.29, 14.71], [8.33, 19.75, 15.07], [9.65, 18.82, 15.66], [8.06, 17.29, 14.41], [8.79, 16.79, 12.81], [10.23, 16.84, 15.50], [9.79, 15.42, 14.72], [11.35, 15.88, 12.77], [12.14, 15.87, 14.35], [12.40, 19.54, 14.76], [13.63, 18.23, 14.79], [12.08, 18.08, 15.53], [12.48, 17.23, 11.51], [13.90, 17.35, 12.65], [13.26, 18.81, 11.97], [11.40, 20.17, 11.81], [13.45, 10.55, 9.46], [13.02, 11.09, 8.77], [14.23, 10.18, 9.02], [13.44, 10.49, 15.04], [13.66, 10.44, 14.12], [14.29, 10.76, 15.44], [13.59, 13.41, 13.08], [13.95, 14.24, 12.86], [13.30, 13.18, 13.99], [11.93, 8.20, 11.30], [11.82, 8.36, 12.25], [12.56, 8.89, 11.02], [14.59, 10.96, 12.27], [14.47, 11.93, 12.44], [14.22, 10.76, 11.41]]
}

***

# 3
{
  "formula": "C27H67O17P4Ti2",
  "method": "the ωB97M-V functional and the def2-TZVPD basis",
  "lumo_ev": [-2.1, -2.5],
  "s2": 12.003,
  "total_energy_ev": -147275.265,
  "total_charge": 1,
  "e_above_lowest_kcal_mol": 21.7,
  "spin_multiplicity": 7,
  "symbols": ["Ti", "Ti", "C", "C", "C", "O", "H", "H", "H", "H", "H", "H", "H", "C", "C", "O", "P", "O", "O", "C", "C", "O", "C", "C", "H", "H", "H", "H", "H", "H", "H", "H", "H", "H", "H", "H", "H", "H", "H", "C", "C", "O", "P", "O", "O", "C", "C", "O", "C", "C", "H", "H", "H", "H", "H", "H", "H", "H", "H", "H", "H", "H", "H", "H", "H", "C", "C", "O", "P", "O", "O", "C", "C", "O", "C", "C", "H", "H", "H", "H", "H", "H", "H", "H", "H", "H", "H", "H", "H", "H", "H", "C", "C", "O", "P", "O", "O", "C", "C", "O", "C", "C", "H", "H", "H", "H", "H", "H", "H", "H", "H", "H", "H", "H", "H", "H", "H"],
  "xyz": [[-25.54, 8.73, -21.65], [-28.67, 7.83, -20.08], [-24.60, 7.76, -17.67], [-25.49, 7.13, -18.71], [-26.20, 5.95, -18.15], [-26.40, 8.00, -19.37], [-25.09, 7.87, -16.71], [-24.40, 8.80, -17.94], [-23.61, 7.35, -17.52], [-24.73, 6.88, -19.45], [-26.51, 5.25, -18.93], [-27.11, 6.28, -17.65], [-25.69, 5.28, -17.46], [-20.17, 2.40, -13.24], [-21.61, 2.27, -12.65], [-22.49, 2.28, -13.65], [-23.90, 3.08, -13.66], [-24.73, 2.60, -12.54], [-23.52, 4.64, -13.53], [-23.41, 5.48, -14.66], [-22.86, 6.89, -14.35], [-24.59, 2.94, -15.12], [-25.92, 2.80, -15.49], [-26.50, 1.40, -15.34], [-20.20, 3.27, -13.89], [-19.34, 2.46, -12.53], [-20.05, 1.49, -13.82], [-21.72, 1.32, -12.11], [-21.71, 3.19, -12.08], [-22.54, 5.18, -15.26], [-24.27, 5.55, -15.32], [-23.68, 7.56, -14.10], [-22.28, 7.09, -13.45], [-22.61, 7.55, -15.18], [-26.44, 3.51, -14.85], [-26.05, 3.27, -16.47], [-27.59, 1.39, -15.28], [-26.30, 0.71, -16.17], [-26.22, 0.97, -14.38], [-30.76, 1.61, -21.58], [-31.11, 3.02, -21.54], [-31.35, 3.40, -20.16], [-31.30, 4.93, -19.63], [-30.24, 5.74, -20.23], [-31.09, 4.70, -17.98], [-29.84, 5.03, -17.40], [-29.70, 4.06, -16.22], [-32.82, 5.43, -19.90], [-34.04, 4.99, -19.33], [-35.22, 5.49, -19.98], [-31.14, 1.02, -22.42], [-29.68, 1.50, -21.49], [-31.19, 1.00, -20.78], [-30.29, 3.56, -22.01], [-32.07, 3.06, -22.05], [-29.03, 4.74, -18.07], [-29.83, 6.08, -17.12], [-28.95, 4.31, -15.47], [-30.53, 4.04, -15.52], [-29.49, 3.03, -16.53], [-34.13, 3.91, -19.40], [-34.06, 5.33, -18.29], [-35.47, 6.54, -19.81], [-35.13, 5.54, -21.07], [-36.12, 4.92, -19.75], [-24.81, 14.07, -22.24], [-23.74, 12.91, -22.40], [-23.05, 12.70, -21.19], [-23.72, 11.58, -20.22], [-24.27, 10.39, -20.89], [-24.85, 12.37, -19.20], [-25.63, 11.60, -18.22], [-25.11, 11.51, -16.78], [-22.59, 11.25, -19.09], [-21.72, 10.13, -19.21], [-21.10, 9.85, -17.85], [-24.46, 14.93, -22.82], [-25.85, 13.79, -22.40], [-24.95, 14.40, -21.22], [-24.22, 12.02, -22.80], [-23.04, 12.95, -23.23], [-26.61, 12.07, -18.25], [-25.82, 10.58, -18.57], [-25.10, 12.52, -16.35], [-25.48, 10.81, -16.04], [-24.03, 11.61, -16.89], [-22.03, 9.17, -19.61], [-20.96, 10.55, -19.87], [-20.50, 10.73, -17.64], [-21.81, 9.55, -17.08], [-20.50, 8.95, -17.91], [-21.73, 4.30, -18.68], [-22.83, 4.35, -19.80], [-22.36, 5.22, -20.79], [-23.14, 5.90, -22.10], [-23.55, 7.30, -21.78], [-22.01, 5.93, -23.27], [-21.06, 4.84, -23.29], [-21.56, 4.06, -24.49], [-24.18, 4.75, -22.33], [-25.40, 5.03, -22.96], [-25.65, 3.81, -23.77], [-21.05, 5.15, -18.66], [-22.02, 4.04, -17.67], [-21.13, 3.45, -19.01], [-23.08, 3.33, -20.11], [-23.75, 4.72, -19.35], [-20.11, 5.35, -23.43], [-20.86, 4.33, -22.34], [-22.54, 3.61, -24.36], [-21.61, 4.78, -25.31], [-20.84, 3.30, -24.79], [-26.28, 5.24, -22.36], [-25.31, 5.86, -23.66], [-25.96, 3.01, -23.09], [-26.52, 4.08, -24.37], [-24.95, 3.43, -24.51]]
}

***

Number 1 is which compound?
C27H65N6O9